Entry 1:
C20H24N2O2 | wB97M-V/def2-TZVPD

Geometry (Å):
C: 1.35202 -3.05244 -3.76082
C: 1.71041 -2.06702 -2.66157
C: 3.04475 -1.67947 -2.48104
C: 3.35666 -0.67780 -1.56634
C: 2.37998 -0.08294 -0.79132
N: 2.74997 0.91462 0.01965
C: 1.84594 1.53613 0.78732
C: 0.48824 1.19718 0.73283
C: 0.04887 0.19036 -0.15009
C: -1.35334 -0.11850 -0.33758
O: -1.95513 0.57758 -1.13522
N: -1.97592 -1.24352 0.25772
C: -1.24445 -2.14447 1.15140
C: -2.13681 -2.97146 2.07930
O: -3.26855 -3.45226 1.38737
C: -4.12391 -2.41751 0.87882
C: -3.34354 -1.62124 -0.18073
C: 1.02131 -0.49059 -0.91659
C: 0.71953 -1.44662 -1.86585
C: -0.49577 2.11097 1.51820
C: -0.65547 3.53068 0.91053
C: 0.65148 4.14741 0.37903
C: 1.81228 4.08080 1.37501
C: 2.38782 2.68787 1.66712
H: 1.85157 -2.72144 -4.67454
H: 1.66880 -4.05728 -3.55770
H: 0.27427 -3.07745 -3.99649
H: 3.79482 -2.15103 -3.12062
H: 4.38167 -0.29575 -1.46070
H: -0.60053 -1.53278 1.80431
H: -0.63586 -2.80965 0.54462
H: -2.47695 -2.36971 2.95486
H: -1.47191 -3.79846 2.41334
H: -5.01972 -2.85900 0.42638
H: -4.47670 -1.77556 1.71100
H: -3.27399 -2.23279 -1.07957
H: -3.97689 -0.73876 -0.37553
H: -0.28068 -1.77927 -2.05367
H: -1.46916 1.61508 1.57341
H: -0.15338 2.15266 2.56238
H: -1.33905 3.47014 0.07544
H: -1.06977 4.20251 1.68108
H: 0.93709 3.65110 -0.55913
H: 0.47587 5.23746 0.14384
H: 1.49776 4.48708 2.33790
H: 2.62563 4.75766 1.04275
H: 3.48870 2.72423 1.58348
H: 2.23198 2.39328 2.72602

Spin multiplicity: 1
Energy relative to the best compared isomer or geometry (same formula, charge and spin) (kcal/mol): 44.3
E (eV): -28204.7966
Frontier orbital gap (eV): 8.464
Structure (SMILES): Cc1ccc2nc3c(c(C(=O)N4CCOCC4)c2c1)CCCCC3
HOMO energy (eV): -8.297



Entry 2:
C4H10N2O | wB97M-V/def2-TZVPD

Geometry (Å):
N: -1.60618 1.76775 -0.03168
C: -1.02359 0.97936 -1.03395
N: 0.30268 0.55635 -0.70877
C: 0.61371 0.04467 0.61687
C: 0.26752 -1.47263 0.85785
C: 1.18557 -1.98690 -0.28744
O: 2.27935 -2.35327 0.09743
H: -1.63658 2.87055 0.14039
H: -1.69377 1.45077 0.94362
H: -0.91226 1.67568 -1.96919
H: -1.72561 0.18302 -1.26874
H: 1.29003 1.00269 -1.02416
H: 1.63657 0.29331 0.83019
H: 0.03259 0.52201 1.52293
H: 0.75351 -1.92110 1.84104
H: -0.76451 -1.79591 0.79211
H: 1.00096 -1.81635 -1.31850

Spin multiplicity: 1
Energy relative to the best compared isomer or geometry (same formula, charge and spin) (kcal/mol): 92.4
E (eV): -9334.9791
Frontier orbital gap (eV): 9.475
Structure (SMILES): NCNCCC=O
HOMO energy (eV): -8.554



Entry 3:
C3H19NO8 | wB97M-V/def2-TZVPD

Geometry (Å):
O: -2.02182 -2.20579 -1.79597
C: -2.00040 -1.04065 -2.10907
C: -3.14333 -0.10105 -1.77179
N: -2.74067 1.21795 -1.28504
C: -1.97220 1.22770 -0.08538
O: -0.73227 0.51338 -0.19392
H: -1.15927 -0.57788 -2.65412
H: -3.74730 -0.54545 -0.97488
H: -3.73082 0.03765 -2.68083
H: -2.30438 1.76686 -2.01150
H: -1.70474 2.24692 0.14544
H: -2.55970 0.83210 0.74184
H: -0.57160 -0.09737 0.53921
H: 2.26050 0.79920 -0.91820
H: 0.85613 1.27560 -0.46214
O: 1.77631 1.59178 -0.56548
H: 2.15715 1.64299 0.61333
H: 2.51227 2.81240 1.56752
O: 2.57263 1.84905 1.50050
H: 3.78170 -0.97255 -1.04909
H: 2.28562 -1.44955 -1.01629
O: 2.91093 -0.77782 -1.42026
H: 0.40357 -0.67855 2.42668
H: -0.77009 -1.72733 2.23386
O: -0.10394 -1.21656 1.75931
H: 1.79830 0.90624 2.71638
H: 2.07012 -0.15222 3.81562
O: 1.34467 0.31175 3.37715
H: 0.44862 -2.73532 -0.77494
H: 0.85654 -2.14718 0.55048
O: 1.22747 -2.60633 -0.21842

Spin multiplicity: 1
Energy relative to the best compared isomer or geometry (same formula, charge and spin) (kcal/mol): 22.7
E (eV): -21289.7704
Frontier orbital gap (eV): 9.937
HOMO energy (eV): -9.509



Q: What is the E in the second record?
A: -9334.9791 eV